[1]
A molecular structure, C36H38CdN2O6Te, computed with ωB97M-V/def2-TZVPD.

Geometry (Å):
1 Cd -0.077 0.308 0.908
2 C -2.318 -2.793 -2.355
3 C -1.700 -1.418 -2.417
4 C -0.309 -1.286 -2.504
5 C 0.591 -2.473 -2.257
6 C 0.242 -0.038 -2.795
7 C 1.728 0.084 -3.003
8 C -0.591 1.081 -2.897
9 C 0.042 2.395 -3.180
10 C -1.968 0.980 -2.669
11 C -2.867 2.195 -2.703
12 C -2.517 -0.280 -2.413
13 C -3.988 -0.421 -2.097
14 H -2.456 -3.122 -1.324
15 H -1.689 -3.521 -2.862
16 H -3.289 -2.798 -2.848
17 H 0.926 -2.941 -3.188
18 H 0.082 -3.230 -1.667
19 H 1.472 -2.173 -1.691
20 H 2.236 0.286 -2.058
21 H 1.987 0.881 -3.700
22 H 2.130 -0.838 -3.413
23 H 0.696 2.360 -4.049
24 H 1.518 3.545 -2.316
25 H -0.670 3.207 -3.270
26 H -2.894 2.680 -1.722
27 H -3.884 1.922 -2.971
28 H -2.545 2.932 -3.435
29 H -4.598 -0.484 -3.003
30 H -4.339 0.427 -1.511
31 H -4.173 -1.317 -1.509
32 O -0.973 3.181 3.980
33 C -0.928 2.144 3.052
34 O 0.247 1.747 2.711
35 C -1.871 1.026 3.482
36 C -2.617 0.990 4.654
37 C -3.505 -0.054 4.834
38 C -3.631 -1.028 3.849
39 C -2.802 -0.940 2.742
40 N -1.946 0.058 2.583
41 C -2.732 -1.919 1.607
42 O -3.707 -2.835 1.502
43 O -1.848 -1.890 0.793
44 H -0.131 3.643 3.879
45 H -2.491 1.779 5.380
46 H -4.113 -0.114 5.727
47 H -4.345 -1.832 3.972
48 H -4.369 -2.730 2.196
49 O 0.950 2.811 -2.029
50 C 0.231 3.298 -0.873
51 N -0.354 2.424 -0.035
52 C -1.041 3.177 0.846
53 O -1.757 2.609 1.823
54 C -0.906 4.545 0.550
55 C -1.418 5.722 1.131
56 C -1.112 6.926 0.559
57 C -0.304 7.002 -0.608
58 C 0.210 5.882 -1.200
59 C -0.087 4.621 -0.624
60 H -2.045 5.652 2.011
61 H -1.490 7.843 0.992
62 H -0.099 7.973 -1.040
63 H 0.824 5.973 -2.092
64 C 5.779 -5.810 0.915
65 C 4.823 -4.648 0.890
66 C 5.118 -3.479 0.208
67 C 4.308 -2.348 0.292
68 C 4.711 -1.155 -0.531
69 C 3.156 -2.378 1.094
70 Te 2.249 -0.577 1.858
71 C 2.783 -3.598 1.683
72 C 1.488 -3.763 2.440
73 C 3.619 -4.703 1.578
74 H 6.627 -5.637 0.252
75 H 5.288 -6.738 0.617
76 H 6.167 -5.956 1.925
77 H 6.022 -3.427 -0.390
78 H 5.796 -1.094 -0.628
79 H 4.343 -0.230 -0.093
80 H 4.294 -1.251 -1.533
81 H 0.730 -3.073 2.074
82 H 1.630 -3.564 3.505
83 H 1.120 -4.784 2.330
84 H 3.332 -5.624 2.078

Cartesian forces (eV/Å) of the 6 atoms listed first:
-0.1 0.3 0.2
0.0 0.1 0.0
0.0 0.0 0.0
0.0 0.0 0.0
-0.1 0.0 0.0
0.0 -0.1 -0.1

Output
HOMO energy	-6.66	eV
net charge	0


[2]
C5H8N2 in the gas phase, computed with ωB97M-V/def2-TZVPD.

Geometry (Å):
1 C 2.800 0.319 -0.846
2 C 1.452 0.803 -0.401
3 C 0.963 0.208 0.640
4 N 0.417 -0.373 1.581
5 C -0.914 -0.715 1.225
6 N -1.402 -0.201 0.181
7 C -2.795 -0.287 -0.124
8 H 3.510 0.485 -0.029
9 H 2.799 -0.749 -1.084
10 H 3.108 0.896 -1.710
11 H 0.981 1.725 -0.741
12 H -1.451 -1.264 2.000
13 H -2.924 -0.835 -1.062
14 H -3.398 -0.749 0.669
15 H -3.145 0.737 -0.299

Cartesian forces (eV/Å) of the 6 atoms listed first:
0.3 0.0 -0.3
0.3 0.0 0.6
-0.2 0.1 0.4
0.0 0.6 -0.2
-0.5 0.0 -0.2
0.0 -0.2 0.5

Output
HOMO energy	-8.50	eV
energy relative to the best compared isomer or geometry (same formula, charge and spin)	268.9	kJ/mol
net charge	0
SMILES	CC=C=N/C=N/C


[3]
2 unconnected molecules or ions with the total composition C5H11NO, computed with ωB97M-V/def2-TZVPD.

Geometry (Å):
1 C 0.476 -2.396 -0.541
2 N -0.042 -1.045 -0.743
3 C -0.254 -0.138 0.216
4 C 0.336 -0.307 1.469
5 C -2.386 0.741 -0.510
6 C -1.141 0.988 -0.101
7 H 0.022 -2.904 0.308
8 H 0.205 -2.979 -1.412
9 H 1.555 -2.381 -0.446
10 H -0.713 -0.940 -1.497
11 H 0.915 -1.187 1.709
12 H 0.188 0.378 2.295
13 H -2.737 -0.267 -0.695
14 H -3.082 1.555 -0.604
15 H -0.818 1.993 0.105
16 H 1.872 1.409 -0.229
17 H 2.214 2.872 0.055
18 O 2.223 1.988 0.453

Cartesian forces (eV/Å) of the 6 atoms listed first:
0.0 -0.3 -0.2
-1.3 0.0 0.9
0.6 -0.3 -0.6
0.2 0.0 0.7
0.5 0.1 0.1
-0.6 -0.4 0.0

Output
HOMO energy (spin up / spin down)	-14.61 / -15.07	eV
<S²>	0.76
spin multiplicity	2
energy relative to the best compared isomer or geometry (same formula, charge and spin)	126.6	kJ/mol
net charge	+1


[4]
C3H4S3 in the gas phase, computed with ωB97M-V/def2-TZVPD.

Geometry (Å):
1 C -1.823 -0.860 -0.006
2 S 0.010 -1.093 0.043
3 C 0.678 0.445 0.048
4 S -0.211 1.873 0.089
5 C 2.196 0.617 -0.017
6 S 3.493 -0.274 0.084
7 H -2.219 -0.729 1.154
8 H -2.262 0.257 -0.536
9 H -2.119 -1.983 -0.333
10 H 2.257 1.747 -0.526

Cartesian forces (eV/Å) of the 6 atoms listed first:
-1.6 0.7 1.8
-0.9 -0.4 -0.2
-0.1 1.8 0.6
0.8 -1.2 0.0
-1.4 3.9 -2.8
0.2 -0.9 0.6

Output
HOMO energy	-9.05	eV
energy relative to the best compared isomer or geometry (same formula, charge and spin)	291.9	kJ/mol
net charge	0
SMILES	CSC(=S)C=S


[5]
3 unconnected molecules or ions with the total composition C5H6Br3Cl3O3, computed with ωB97M-V/def2-TZVPD.

Geometry (Å):
1 Br -0.256 1.120 -0.314
2 C -1.588 0.489 -1.635
3 Br -2.242 -1.472 -1.641
4 Br -1.215 1.085 -3.487
5 H -2.419 1.117 -1.316
6 Cl -4.690 0.216 -8.794
7 C -3.696 1.628 -8.440
8 Cl -4.688 2.707 -7.498
9 Cl -3.123 2.285 -9.992
10 H -2.800 1.274 -7.931
11 O 4.851 -0.313 6.488
12 C 3.821 -0.585 5.896
13 O 3.801 -0.777 4.580
14 C 2.525 -0.966 4.118
15 C 1.837 -1.509 5.373
16 O 2.575 -0.752 6.300
17 H 2.058 -0.012 3.875
18 H 2.469 -1.691 3.305
19 H 1.990 -2.573 5.557
20 H 0.790 -1.269 5.556

Cartesian forces (eV/Å) of the 6 atoms listed first:
-0.4 -1.0 -0.8
-0.6 0.1 -0.2
1.0 2.1 0.3
0.1 -0.5 1.1
-0.1 -0.7 -0.3
0.0 -0.6 0.0

Output
HOMO energy	-10.79	eV
energy relative to the best compared isomer or geometry (same formula, charge and spin)	93.5	kJ/mol
net charge	0
SMILES	BrC(Br)Br.ClC(Cl)Cl.O=C1OCCO1


[6]
C5H7N in the gas phase, computed with ωB97M-V/def2-TZVPD.

Geometry (Å):
1 N 2.655 -0.587 1.445
2 C 2.049 -0.246 0.522
3 C 1.160 0.193 -0.557
4 C -0.182 0.520 0.059
5 C -1.003 -0.532 0.739
6 C -1.446 0.123 -0.613
7 H 1.067 -0.604 -1.304
8 H 1.591 1.064 -1.064
9 H -0.226 1.488 0.550
10 H -1.390 -0.272 1.733
11 H -0.716 -1.589 0.753
12 H -1.323 -0.428 -1.554
13 H -2.237 0.869 -0.709

Cartesian forces (eV/Å) of the 6 atoms listed first:
-0.4 0.3 -0.9
0.7 -0.3 0.8
0.1 0.0 0.0
0.1 0.2 0.1
-0.3 0.1 -0.4
-0.1 -0.2 0.2

Output
HOMO energy	-10.97	eV
energy relative to the best compared isomer or geometry (same formula, charge and spin)	124.4	kJ/mol
net charge	0
SMILES	N#CCC1CC1


| no. | energy (eV) |
| --- | --- |
| 1 | -65070.624 |
| 2 | -8292.209 |
| 3 | -8892.024 |
| 4 | -35678.451 |
| 5 | -259118.004 |
| 6 | -6787.223 |